Below is a structure of composition C25H20N7O4PtS, with properties calculated with ωB97M-V/def2-TZVPD.

XYZ file:
```
58
Properties=species:S:1:pos:R:3:forces:R:3:mulliken_charge:R:1
Pt 0.390025 -0.303601 -0.525225 0.273 0.077 -0.289 1.410
S -1.776829 5.767486 3.101388 0.015 -0.049 0.055 0.324
O -0.015579 0.531522 -2.273154 0.062 0.135 0.016 -0.478
O -0.953971 -0.386058 -9.057369 -0.035 -0.006 -0.022 -0.552
O -1.027475 -2.529158 -8.752782 -0.034 -0.001 -0.023 -0.551
O -0.031540 -1.602287 -1.985447 -0.196 -0.024 0.209 -0.495
N -1.224301 0.506172 0.256462 -0.051 -0.120 -0.067 -0.226
N 1.360209 -3.354187 2.501462 0.023 0.009 -0.040 -0.040
N -0.299100 5.304205 2.680145 0.015 0.037 -0.043 -0.602
N 1.219476 1.300426 0.405000 0.026 -0.130 0.196 -0.595
N 0.837207 -1.505772 1.001953 -0.014 0.273 0.101 -0.941
N -2.622570 4.512952 2.565898 -0.035 0.029 -0.060 -0.603
N -0.922061 -1.385929 -8.383372 0.097 0.010 0.068 1.010
C -1.033783 1.700602 0.865672 0.020 0.007 0.030 0.474
C -0.466036 -2.125687 -4.754322 0.008 0.013 0.017 -0.435
C -2.105688 2.412106 1.390519 -0.008 -0.017 0.001 -0.253
C 2.042259 3.675799 1.550776 0.012 -0.018 -0.008 -0.454
C -0.587979 0.117133 -6.449038 0.003 -0.012 -0.016 -0.636
C 2.841933 -5.312669 2.339104 -0.008 -0.010 -0.006 -0.511
C 0.289706 -4.121430 3.218370 -0.024 -0.009 0.008 -0.709
C 1.805615 -6.120959 3.116182 -0.002 0.000 -0.005 -0.661
C 2.950454 2.797346 0.992341 -0.022 0.004 0.015 -0.700
C -0.338562 -0.815949 -4.250176 -0.019 -0.005 -0.039 -0.046
C -0.397848 0.307087 -5.099357 -0.007 -0.009 0.023 -0.455
C 2.513868 1.599149 0.424524 0.018 0.005 -0.002 -0.091
C 1.086491 -2.402059 1.709822 -0.012 -0.120 -0.015 0.962
C -1.761325 3.675221 2.011322 0.015 0.000 0.037 0.769
C -0.656865 -2.308909 -6.105720 -0.002 0.011 -0.005 -0.649
C 0.317643 2.147666 0.947054 -0.033 0.017 0.005 0.540
C 0.395900 -5.592790 2.860007 0.009 -0.008 -0.005 -0.511
C -3.383218 1.846583 1.279300 0.007 -0.016 -0.006 -0.375
C -2.430483 -0.051368 0.141668 -0.027 -0.013 -0.049 -0.274
C 0.676815 3.348916 1.537568 0.006 -0.010 0.012 -0.267
C 2.766777 -3.839683 2.698319 0.025 0.036 0.047 -0.711
C -0.712699 -1.184188 -6.915023 -0.028 0.002 -0.010 0.078
C -3.533668 0.615857 0.663825 0.008 0.019 0.012 -0.801
C -0.415881 4.131184 2.079523 -0.017 0.004 0.008 0.739
C -0.139585 -0.629226 -2.863629 -0.070 -0.126 -0.119 1.514
H 3.426816 -3.220684 2.092942 -0.004 -0.005 -0.008 0.463
H -4.239992 2.376198 1.678881 0.001 0.005 -0.001 0.620
H 0.123346 -5.732730 1.810255 -0.001 -0.003 -0.001 0.295
H -0.337033 -6.137103 3.456530 0.001 0.004 0.005 0.346
H 2.689523 -5.433685 1.263007 0.004 -0.003 -0.001 0.293
H 3.851858 -5.659889 2.559924 -0.001 0.004 0.009 0.346
H -2.506312 -1.005523 -0.363482 0.001 0.001 0.000 0.623
H -0.673172 -3.688301 2.952024 0.003 -0.004 -0.005 0.448
H 2.368988 4.606711 1.997996 -0.005 0.004 0.000 0.613
H -0.415469 -2.975853 -4.087984 -0.004 -0.004 -0.002 0.490
H 2.997416 -3.671745 3.751692 0.009 0.004 -0.008 0.292
H -0.640954 0.939714 -7.147669 -0.002 0.003 0.000 0.532
H -4.505651 0.151702 0.566255 0.001 -0.001 -0.002 0.470
H 3.205436 0.887094 -0.010283 0.001 0.008 -0.006 0.554
H -0.294465 1.305397 -4.696565 -0.001 0.003 -0.001 0.470
H 1.864541 -7.169958 2.831037 0.000 0.002 -0.001 0.319
H 0.465714 -3.954463 4.282483 -0.008 0.003 -0.004 0.296
H -0.763656 -3.289308 -6.547248 0.003 -0.002 0.000 0.532
H 2.028203 -6.074421 4.186276 0.000 -0.003 -0.002 0.330
H 4.009035 3.017329 0.988778 0.001 -0.002 -0.001 0.468
```
Positions in Å, forces in eV/Å.

The orbital gap comes out at 4.82 eV. The calculation puts the LUMO energy at -12.655 eV. Its net charge is +3. Its energy relative to the best compared isomer or geometry (same formula, charge and spin) is 0.000 eV.

***

Below is a structure of composition C25H21AlN3O4S2, with properties calculated with ωB97M-V/def2-TZVPD.

XYZ file:
```
56
Properties=species:S:1:pos:R:3:forces:R:3:mulliken_charge:R:1
S 2.389274 0.124555 -0.241155 0.034 0.115 0.110 -0.220
S 0.289520 -2.238891 -0.501691 -0.258 0.231 -0.257 -0.337
Al -0.301153 0.137743 -0.373538 -0.348 -0.015 0.230 0.458
O -1.879734 -0.727216 -0.695468 -0.163 0.033 -0.029 -0.437
O 0.383609 3.947294 0.039483 -0.019 0.019 -0.023 -0.552
O -3.917363 -1.251693 0.121914 -0.052 0.012 -0.039 -0.550
O 0.301980 1.811718 -0.675676 -0.064 0.069 -0.329 -0.400
N 3.601083 -1.039745 -2.278888 0.127 0.035 -0.263 0.222
N -1.564935 1.188964 0.761885 0.213 -0.076 -0.024 0.336
N 2.186886 -3.393192 -1.905043 0.115 -0.239 -0.034 0.063
C -2.224598 3.327739 1.474500 -0.054 0.020 0.054 -0.801
C -3.455593 2.783751 1.838011 -0.008 -0.003 0.011 -0.049
C 1.180235 -6.373208 -3.714588 0.036 0.011 -0.023 -0.395
C 7.458277 -1.206064 -0.329725 0.007 -0.005 -0.020 -0.739
C -0.100203 -4.502628 -5.316811 0.015 -0.001 0.006 -0.727
C 2.648824 -1.062852 -1.370675 -0.146 -0.231 0.137 0.232
C 0.369073 -4.137949 -4.064628 -0.030 0.009 -0.032 0.051
C -1.301749 2.480792 0.898590 0.087 0.036 -0.005 0.473
C 3.469889 -3.430968 -2.619171 -0.058 -0.061 0.048 -0.655
C 1.477690 -4.686807 -1.875559 0.012 0.052 -0.034 -1.495
C 0.064788 -5.805934 -5.767849 0.012 -0.011 0.011 -0.428
C -0.094723 2.853127 0.061516 0.158 -0.193 0.086 0.414
C 4.570280 0.064624 -2.422079 -0.052 -0.039 0.031 -1.585
C 8.487187 -1.241970 -1.264743 -0.015 0.002 0.001 -0.424
C 0.702040 -6.740827 -4.965698 0.004 0.021 0.004 -0.613
C -3.775898 1.469620 1.499929 -0.014 0.032 0.058 -0.829
C 1.014492 -5.071652 -3.259802 -0.087 -0.023 0.050 0.653
C 6.195228 -0.779147 -0.704700 0.010 -0.013 0.014 -0.183
C 8.248784 -0.851952 -2.572977 -0.025 0.003 0.006 -0.606
C -2.945434 -0.557519 0.091056 0.247 -0.109 0.018 0.436
C 3.728100 -2.108445 -3.271909 0.020 0.090 0.068 -0.671
C -2.787350 0.702770 0.919014 -0.024 -0.057 -0.015 0.478
C 5.950042 -0.388179 -2.019512 0.004 0.003 0.016 0.805
C 1.746394 -2.302675 -1.329935 0.315 0.236 0.120 0.637
C 6.979334 -0.429212 -2.950428 0.027 -0.005 0.005 -0.323
H -0.307099 -6.091821 -6.742611 0.004 -0.001 0.006 0.396
H 3.395312 -4.208780 -3.376841 -0.004 -0.023 0.011 0.471
H 0.642243 -4.613783 -1.185405 0.002 0.045 0.024 0.479
H 0.830044 -7.757477 -5.312602 0.002 0.008 0.001 0.395
H 2.177988 -5.424765 -1.480735 0.015 -0.013 -0.009 0.389
H 9.048342 -0.873314 -3.301468 -0.006 -0.001 0.004 0.390
H 4.556337 0.366141 -3.470556 -0.011 0.001 -0.016 0.431
H -4.203851 3.415289 2.298742 0.000 -0.004 -0.022 0.442
H 6.795221 -0.118273 -3.973141 0.005 0.003 0.013 0.383
H 5.398669 -0.735827 0.030787 0.008 0.010 -0.012 0.391
H 9.475075 -1.569100 -0.968906 -0.006 0.002 -0.002 0.394
H 0.211848 -3.125599 -3.707022 -0.011 -0.014 0.005 0.444
H 4.220758 0.897718 -1.819050 -0.010 0.007 0.011 0.546
H 7.645662 -1.501148 0.694310 0.003 0.003 -0.007 0.415
H -0.605888 -3.773664 -5.936191 0.001 -0.007 0.003 0.400
H -2.007614 4.381931 1.573276 0.006 -0.013 0.003 0.490
H -4.772264 1.068905 1.621794 0.011 0.000 -0.001 0.491
H 4.265103 -3.696066 -1.918538 -0.003 0.026 0.039 0.308
H 4.746033 -2.084399 -3.655648 0.008 0.007 -0.006 0.438
H 3.036483 -1.929510 -4.099126 -0.028 0.010 0.006 0.303
H 1.681124 -7.104728 -3.090420 -0.013 0.006 -0.007 0.366
```
Positions in Å, forces in eV/Å.

The orbital gap comes out at 7.71 eV. The calculation puts the LUMO energy at -4.188 eV. Its net charge is +1.

***

Below is a structure of composition C25H21Cl2N6SeV, with properties calculated with ωB97M-V/def2-TZVPD.

XYZ file:
```
56
Properties=species:S:1:pos:R:3:forces:R:3:mulliken_charge:R:1
Se 2.128345 -3.493068 -2.851232 -0.071 0.073 0.005 -0.416
V -0.086528 -0.383434 -0.092221 -0.049 0.178 0.024 -0.269
Cl 1.087047 1.978676 2.159504 -0.036 0.038 0.047 -0.225
Cl -4.159475 0.749554 1.431548 -0.008 -0.004 -0.004 -0.266
N 0.889196 -0.871431 -1.879903 -0.012 0.120 0.061 0.746
N -0.139267 1.549624 -1.188243 0.059 0.227 -0.023 0.537
N -1.143349 -2.049749 -0.943375 -0.066 -0.170 0.024 0.375
N 1.852385 -0.235209 -1.049115 0.206 0.146 -0.105 0.645
N 1.111358 -1.656217 1.092659 -0.040 0.029 0.024 0.305
N -1.182186 0.352972 1.154232 0.105 -0.323 -0.074 0.055
C 1.157026 3.250001 -2.237045 -0.030 -0.008 -0.075 -0.991
C -1.548892 1.348548 1.906393 0.057 0.042 -0.113 -1.339
C 3.321717 -1.348419 2.065286 0.020 0.026 0.026 -0.615
C -1.134095 3.652679 -1.704051 0.010 0.030 -0.018 -0.978
C 2.865682 -1.715556 3.345789 -0.009 -0.004 0.004 -0.687
C -0.962965 3.304050 3.330201 0.047 0.002 -0.004 -0.594
C 2.469278 -1.335941 0.999133 -0.133 -0.097 -0.004 0.714
C 0.064434 4.097537 -2.243039 -0.002 -0.037 0.024 -0.309
C -0.605862 2.256907 2.516901 -0.093 -0.030 -0.024 0.887
C -0.575186 -2.725263 -1.958947 0.067 0.149 0.067 0.447
C -2.983711 -3.560403 -0.966130 -0.003 -0.034 -0.029 -0.823
C -1.190815 2.374654 -1.182329 -0.065 -0.038 0.032 -0.267
C -1.180591 -3.843791 -2.512468 0.007 -0.035 -0.021 -0.767
C 0.681537 -2.011215 2.357705 0.025 -0.005 -0.058 -0.328
C 2.905027 -1.072413 -0.408225 -0.060 -0.084 0.075 -0.908
C -3.272131 2.763939 3.002908 -0.029 0.006 -0.001 -0.617
C 0.745914 -2.194680 -2.462135 0.016 -0.330 -0.141 -0.691
C 1.017533 1.979389 -1.696498 0.171 -0.028 0.107 0.780
C -2.401215 -4.258510 -2.016630 0.006 0.014 0.012 -0.335
C -2.306455 3.571383 3.597422 -0.006 -0.003 -0.001 -0.356
C 0.722832 -0.933553 -3.309208 0.012 0.060 0.065 -0.968
C 1.488437 -2.062975 3.450271 0.072 0.015 0.010 -0.578
C -2.907645 1.714641 2.190030 0.056 0.063 0.041 0.654
C 2.222219 1.067337 -1.566777 -0.141 -0.038 0.000 -1.420
C -2.319014 -2.464745 -0.455042 -0.020 0.032 0.057 -0.155
H 4.363712 -1.089778 1.901592 -0.005 0.003 -0.009 0.344
H 1.603851 -0.842605 -3.932819 0.015 -0.022 0.009 0.375
H -0.190935 -0.477795 -3.682374 -0.026 -0.015 0.030 0.233
H 0.149747 5.097850 -2.647920 -0.002 0.001 0.000 0.405
H -3.932070 -3.862284 -0.544282 0.002 0.014 0.013 0.419
H -0.659085 -4.372538 -3.298088 0.006 0.009 0.003 0.463
H 2.115870 3.564969 -2.628715 -0.004 -0.001 -0.002 0.471
H -0.375092 -2.236823 2.439495 -0.005 0.004 -0.010 0.299
H 1.061021 -2.356376 4.401396 -0.008 -0.001 -0.006 0.355
H 3.522125 -1.712402 4.203889 -0.004 -0.003 -0.001 0.375
H 3.861770 -0.550154 -0.455314 -0.006 0.029 -0.004 0.349
H -2.711858 -1.874249 0.364745 0.016 0.011 -0.003 0.327
H 2.900836 1.509285 -0.834907 0.004 0.003 0.016 0.637
H -2.892472 -5.126838 -2.437868 0.001 -0.001 0.001 0.390
H -2.006927 4.289096 -1.670408 -0.009 -0.019 0.009 0.431
H -2.084865 1.977425 -0.716781 0.000 0.015 -0.004 0.438
H -2.591064 4.390662 4.243021 0.004 -0.002 -0.002 0.350
H 2.754308 0.993959 -2.523726 -0.011 0.003 -0.016 0.412
H 2.989265 -1.995062 -0.985412 -0.024 0.006 -0.023 -0.055
H -4.325411 2.954105 3.171264 0.001 -0.012 -0.007 0.363
H -0.183309 3.924234 3.755842 -0.005 -0.002 -0.002 0.376
```
Positions in Å, forces in eV/Å.

The orbital gap (spin up / spin down) comes out at 3.79 / 6.18 eV. The calculation puts the LUMO energy (spin up / spin down) at 2.349 / 2.348 eV. Its net charge is -1. Its energy relative to the best compared isomer or geometry (same formula, charge and spin) is 2.762 eV. The spin multiplicity is 4.

***

Below is a structure of composition C25H21Cl5N4O5S2SiSr, with properties calculated with ωB97M-V/def2-TZVPD.

XYZ file:
```
64
Properties=species:S:1:pos:R:3:forces:R:3:mulliken_charge:R:1
Sr -0.407141 0.155394 0.097083 -0.171 -0.478 0.320 0.927
Cl -0.874595 3.181320 -1.507235 -0.150 3.887 -0.389 0.744
Cl -6.154917 0.175706 -2.919604 0.192 -0.135 0.032 -0.244
Cl -4.430618 -2.409262 -3.520959 0.121 0.077 0.003 -0.255
Cl -1.293392 -2.224809 -3.681653 -0.271 0.125 0.036 -0.203
Cl -4.685345 2.879786 -2.229478 -0.227 0.194 -0.013 -0.273
S 2.385522 -0.241489 1.616851 0.011 0.008 -0.076 -0.403
S -3.226642 -0.328920 1.052573 0.047 -0.028 -0.057 -0.376
Si -5.122648 -0.175000 3.756979 0.004 0.004 -0.003 0.216
O 0.551656 -1.776323 -1.038794 -0.327 0.478 -0.575 -0.855
O -0.519671 2.701350 1.125070 0.017 1.167 3.921 -0.589
O -1.039037 4.484804 -2.318821 0.109 -0.292 -0.058 -0.839
O 2.984839 1.985626 -5.077459 -0.163 0.033 -0.044 -0.598
O 1.962122 -2.334733 -2.683808 0.074 -0.190 -0.267 -0.816
N 3.185535 -2.066721 -0.266725 0.146 -0.248 0.355 -0.011
N 2.183792 -2.960586 1.407212 -0.019 0.197 0.061 0.233
N -0.158933 0.672779 -2.754606 0.375 0.064 0.936 0.343
N -1.134015 -0.472828 2.657442 0.196 -0.016 0.001 0.441
C -3.256721 -0.385085 3.807886 -0.005 -0.014 0.013 0.401
C 3.076511 -3.415752 -0.547079 0.179 0.251 0.044 -0.586
C 1.378619 -3.108028 2.595995 -0.013 0.018 0.033 -0.906
C 0.211612 2.009532 -2.751956 -0.717 -1.980 -2.013 -0.011
C 2.587441 -1.769854 0.908515 0.095 -0.350 -0.148 -0.007
C -0.587953 2.751546 -0.042979 0.953 -2.841 -2.074 0.222
C -2.480999 -0.405072 2.608956 -0.190 0.009 -0.040 -0.220
C -2.575967 -0.480240 5.007981 -0.103 0.005 -0.009 0.097
C -6.014401 -1.608587 2.939240 0.054 0.018 -0.003 -0.987
C -4.409759 0.249408 -2.878443 0.836 -0.744 -0.174 -0.179
C -5.713790 -0.157780 5.557469 0.011 0.007 -0.006 -1.129
C 1.154870 -1.552255 -2.156178 -0.232 0.681 0.271 0.109
C 1.253808 2.498467 -3.456569 0.291 0.352 0.453 -0.631
C -2.214670 -0.823761 -3.163159 -0.036 0.377 0.013 -0.153
C -5.627707 1.470513 3.022214 0.000 -0.020 0.023 -0.953
C 0.987647 -0.220854 -2.838775 -0.627 0.079 -0.319 0.359
C -3.632133 -0.912257 -3.161474 0.159 1.281 0.276 0.498
C 1.962153 0.228686 -3.726297 0.208 -0.088 -0.100 -0.892
C 2.045082 1.542841 -4.141504 -0.088 -0.029 0.431 0.624
C -2.380161 1.564375 -2.634495 0.688 -1.265 -0.815 -1.142
C -1.592116 0.415936 -2.870183 -0.808 0.125 -0.089 0.495
C -1.185086 -0.568844 5.045240 0.076 -0.003 -0.040 -1.249
C -3.721852 1.440584 -2.619370 -0.661 -0.713 -0.087 0.481
C 2.477093 -3.977133 0.510218 -0.055 -0.116 0.119 -0.305
C -0.517913 -0.542395 3.838377 -0.057 0.111 0.042 -0.460
H 3.350971 -1.369496 -0.969947 0.077 0.105 -0.100 0.361
H 0.566143 -0.559380 3.792943 0.009 -0.006 -0.011 0.440
H 0.405898 -2.638463 2.454783 -0.012 -0.017 -0.001 0.343
H 1.873661 -2.634955 3.441506 0.005 0.009 0.046 0.303
H -5.714887 -1.699998 1.896029 -0.007 0.003 -0.005 0.287
H -5.275520 0.670945 6.119677 -0.002 -0.006 0.003 0.292
H 3.237737 1.222891 -5.603344 -0.033 0.005 -0.019 0.292
H -5.211554 2.293462 3.609369 -0.003 -0.009 -0.006 0.316
H 1.246771 -4.170216 2.789968 0.002 -0.007 0.020 0.303
H 3.362958 -3.818796 -1.495658 0.054 -0.019 -0.014 0.484
H 1.474494 3.561180 -3.482391 -0.025 -0.040 0.085 0.456
H 2.721539 -0.489720 -4.018653 0.022 0.001 0.020 0.408
H -3.129517 -0.473603 5.941951 0.003 -0.001 -0.004 0.288
H -6.717157 1.567727 3.023126 -0.005 0.008 0.004 0.312
H -6.800151 -0.035718 5.581760 -0.005 0.000 -0.004 0.264
H -7.096516 -1.457144 2.986128 -0.005 0.003 0.002 0.303
H -5.473223 -1.088219 6.078397 -0.002 -0.002 0.002 0.288
H -5.268901 1.565842 1.998713 0.004 -0.001 -0.023 0.267
H -0.639859 -0.628851 5.977588 0.007 0.001 0.006 0.372
H -5.779347 -2.546683 3.448973 0.000 -0.001 0.002 0.312
H 2.176366 -4.991885 0.691626 -0.004 -0.021 0.012 0.396
```
Positions in Å, forces in eV/Å.

The orbital gap (spin up / spin down) comes out at 4.94 / 4.91 eV. The calculation puts the LUMO energy (spin up / spin down) at 4.096 / 4.097 eV. Its net charge is -2. Its energy relative to the best compared isomer or geometry (same formula, charge and spin) is 13.915 eV.

***

Calculated max |F| (eV/Å), listed in the same order as above: 0.4 0.4 0.4 4.1